Computed, not measured: a 9-piece molecular cluster, C56H126F12N7P2 overall, with the ωB97M-V functional and the def2-TZVPD basis.

CARTESIAN COORDINATES (ANGSTROEM)
1 P -11.14 -11.33 -1.19
2 P -7.82 -14.95 1.58
3 F -11.76 -10.57 -2.50
4 F -8.66 -14.10 0.47
5 F -8.98 -16.15 1.75
6 F -12.59 -12.14 -1.13
7 F -9.66 -10.54 -1.33
8 F -8.25 -14.01 2.74
9 F -6.91 -15.85 2.59
10 F -6.53 -14.01 1.63
11 F -10.66 -12.03 0.18
12 F -10.67 -12.60 -2.00
13 F -7.26 -15.90 0.45
14 F -11.66 -10.08 -0.32
15 N -18.51 -10.02 -1.72
16 N -6.96 -10.20 2.29
17 N -9.55 -6.38 -1.72
18 N -6.37 -14.36 -3.11
19 N -13.04 -13.22 2.56
20 N -13.48 -10.10 -5.71
21 N -14.08 -18.80 -1.60
22 C -6.40 -8.74 2.49
23 C -13.48 -11.82 2.01
24 C -13.69 -7.69 -5.19
25 C -7.09 -11.83 -3.52
26 C -10.18 -3.08 -2.61
27 C -12.95 -16.41 -1.64
28 C -12.93 -11.56 -5.25
29 C -17.06 -10.24 -1.28
30 C -8.89 -5.04 -1.42
31 C -15.16 -18.67 -2.70
32 C -15.58 -12.94 2.43
33 C -16.02 -9.10 -1.71
34 C -6.32 -10.55 0.95
35 C -7.63 -16.50 -2.80
36 C -18.89 -10.16 -3.22
37 C -9.20 -9.89 3.49
38 C -5.45 -15.61 -3.58
39 C -11.09 -7.05 0.08
40 C -14.91 -9.87 -5.37
41 C -8.95 -4.02 -2.59
42 C -14.89 -18.59 -0.30
43 C -9.69 -7.32 -0.54
44 C -14.91 -11.95 1.57
45 C -5.79 -13.98 -1.64
46 C -12.81 -14.29 1.47
47 C -15.13 -8.32 -5.41
48 C -20.64 -11.18 -2.00
49 C -6.31 -13.09 -4.06
50 C -19.06 -8.63 -1.15
51 C -12.74 -8.96 -4.98
52 C -8.74 -7.09 -2.80
53 C -13.22 -9.74 -7.22
54 C -11.47 -11.87 -5.87
55 C -6.49 -11.14 3.45
56 C -4.86 -9.95 1.03
57 C -6.41 -16.83 -3.68
58 C -15.47 -19.94 0.02
59 C -11.59 -14.28 4.52
60 C -7.79 -14.96 -2.90
61 C -8.46 -10.22 2.21
62 C -11.16 -13.37 -5.51
63 C -7.58 -10.89 -4.60
64 C -14.97 -21.06 -0.84
65 C -11.74 -13.17 3.51
66 C -20.43 -10.38 -3.19
67 C -19.44 -11.14 -1.15
68 C -10.67 -9.57 3.14
69 C -11.81 -6.13 -0.99
70 C -14.55 -9.43 -1.51
71 C -13.68 -20.33 -1.32
72 C -11.02 -6.32 -2.21
73 C -12.82 -17.95 -1.85
74 C -10.32 -14.28 5.43
75 C -11.51 -15.81 -1.75
76 C -4.92 -8.86 2.19
77 C -14.38 -13.65 3.16
78 H -7.81 -7.40 -2.32
79 H -6.85 -12.15 3.24
80 H -14.27 -9.79 -0.52
81 H -12.13 -18.21 -1.05
82 H -8.09 -3.40 -2.32
83 H -8.01 -9.94 -4.28
84 H -13.97 -8.51 -1.58
85 H -12.45 -15.30 1.63
86 H -10.35 -13.73 -6.14
87 H -5.51 -14.82 -1.00
88 H -9.83 -2.06 -2.75
89 H -9.40 -8.34 -0.75
90 H -11.88 -12.23 4.04
91 H -11.27 -7.28 -2.66
92 H -6.98 -10.71 4.32
93 H -13.64 -8.75 -7.40
94 H -11.20 -10.35 2.60
95 H -13.70 -14.19 0.85
96 H -6.79 -8.01 1.78
97 H -13.36 -7.05 -6.01
98 H -9.26 -10.67 4.25
99 H -14.96 -20.20 0.95
100 H -4.41 -9.24 3.08
101 H -10.42 -15.03 6.22
102 H -11.19 -15.61 -2.77
103 H -12.38 -18.24 -2.80
104 H -8.32 -14.55 -2.03
105 H -12.68 -9.18 -3.91
106 H -5.26 -12.85 -4.26
107 H -10.59 -8.57 2.71
108 H -10.94 -3.34 -3.34
109 H -15.54 -21.45 -1.67
110 H -10.92 -13.19 2.80
111 H -16.71 -11.17 -1.74
112 H -14.15 -10.10 -2.27
113 H -11.22 -6.62 1.07
114 H -20.57 -10.90 -4.13
115 H -6.59 -13.41 -5.06
116 H -18.53 -9.25 -3.70
117 H -13.52 -7.08 -4.30
118 H -20.92 -12.22 -2.18
119 H -10.69 -11.23 -5.45
120 H -12.81 -6.47 -1.26
121 H -14.38 -14.73 3.24
122 H -8.58 -11.24 1.85
123 H -4.06 -10.69 1.15
124 H -20.12 -8.53 -1.40
125 H -21.03 -9.47 -3.24
126 H -11.32 -14.80 -1.39
127 H -12.82 -11.50 1.20
128 H -10.95 -3.16 -1.83
129 H -13.64 -16.05 -2.40
130 H -16.49 -20.02 0.37
131 H -15.67 -17.70 -2.67
132 H -15.18 -10.31 -4.42
133 H -9.17 -8.06 -3.03
134 H -6.56 -11.23 -2.77
135 H -12.16 -9.86 -7.44
136 H -8.23 -14.51 -3.79
137 H -11.18 -5.63 -3.03
138 H -16.24 -8.71 -2.71
139 H -8.58 -6.37 -3.61
140 H -13.00 -11.53 -4.16
141 H -6.76 -10.65 -5.28
142 H -15.89 -19.47 -2.55
143 H -12.51 -14.45 5.09
144 H -7.90 -5.46 -1.27
145 H -7.41 -16.80 -1.78
146 H -12.93 -20.29 -0.53
147 H -9.32 -4.63 -0.51
148 H -10.84 -16.46 -1.18
149 H -16.12 -12.52 3.27
150 H -4.50 -7.93 1.79
151 H -10.90 -13.44 -4.45
152 H -4.55 -9.60 0.04
153 H -13.55 -16.14 -0.76
154 H -12.00 -14.05 -5.63
155 H -10.34 -13.34 5.99
156 H -11.51 -15.15 3.87
157 H -13.83 -10.53 -7.66
158 H -14.66 -18.63 -3.66
159 H -6.94 -10.19 0.13
160 H -8.64 -4.27 -3.61
161 H -18.28 -11.01 -3.53
162 H -14.09 -18.40 0.42
163 H -11.73 -8.87 -5.39
164 H -6.46 -13.33 -1.08
165 H -8.48 -17.05 -3.22
166 H -16.12 -8.36 -0.92
167 H -6.69 -16.87 -4.73
168 H -15.58 -17.75 -0.36
169 H -11.93 -13.91 0.94
170 H -15.51 -8.24 -6.42
171 H -11.30 -9.34 4.01
172 H -21.38 -10.78 -1.31
173 H -11.52 -11.75 -6.96
174 H -18.52 -7.78 -1.57
175 H -4.88 -13.49 -1.99
176 H -4.95 -15.31 -4.50
177 H -15.45 -10.36 -6.18
178 H -7.94 -12.19 -2.95
179 H -17.17 -10.36 -0.20
180 H -4.72 -15.75 -2.79
181 H -8.70 -8.99 3.87
182 H -8.28 -11.51 -5.15
183 H -9.38 -14.37 4.89
184 H -5.40 -11.04 3.54
185 H -12.05 -5.12 -0.66
186 H -15.46 -11.06 1.87
187 H -6.34 -11.64 0.94
188 H -19.72 -11.02 -0.10
189 H -13.39 -11.14 2.86
190 H -8.91 -9.65 1.39
191 H -18.81 -8.83 -0.11
192 H -5.83 -17.74 -3.51
193 H -11.47 -8.03 0.37
194 H -14.61 -21.96 -0.34
195 H -14.23 -13.35 4.20
196 H -13.61 -12.26 -5.73
197 H -6.68 -8.35 3.47
198 H -13.11 -20.76 -2.15
199 H -15.01 -12.04 0.49
200 H -8.93 -6.89 0.12
201 H -16.27 -13.51 1.81
202 H -15.91 -7.87 -4.79
203 H -18.78 -12.01 -1.13

The value obtained for the molecular weight is 1187.6 g mol⁻¹. The net charge is +6. The expectation value of S² is 0.755. The multiplicity is 2. As for the HOMO energy (spin up / spin down): -21.71 / -21.71 eV.

Atom charges from the Löwdin analysis, given in e for atoms 1 to 8:
1. P 0.221
2. P 0.175
3. F -0.171
4. F -0.113
5. F -0.040
6. F -0.182
7. F -0.191
8. F -0.086